Molecular formula: C3H9NS
Method: DFT, wB97M-V/def2-TZVPD

Geometry as ORCA input:
```
! RIJCOSX wB97M-V def2-TZVPD def2/J DEFGRID3
* xyz 0 1
C 1.1036 0.1797 -1.1575
C -0.0450 0.4664 -0.1872
N 0.3625 1.0677 1.0738
C -0.6641 -0.9602 0.1159
S -1.9664 -0.8058 1.4357
H 0.7931 -0.3711 -2.0424
H 1.4609 1.1270 -1.5859
H 1.9829 -0.2567 -0.6818
H -0.7699 1.1022 -0.6969
H 0.9249 1.9107 0.9418
H -0.4227 1.5193 1.5198
H 0.1248 -1.7108 0.1289
H -1.1736 -1.2435 -0.8115
H -1.7109 -2.0249 1.9472
*
```

* orbital gap: 9.9 eV
* energy: -15581.7653 eV
* energy above the lowest of the compared OMol25 structures with the same formula, charge and spin: 13.0 kcal/mol
* maximum force: 0.0452 Eh/bohr
* LUMO level: 1.02 eV
* SMILES: C[C@H](N)CS
* HOMO: -8.9 eV

Molecular formula: C3H9NS
Method: DFT, wB97M-V/def2-TZVPD

Geometry as ORCA input:
```
! RIJCOSX wB97M-V def2-TZVPD def2/J DEFGRID3
* xyz 0 1
C 2.4911 -0.0285 0.2450
S 1.0250 -0.9536 -0.3155
C -0.0582 0.4750 0.0148
C -1.4235 0.1921 -0.4274
N -2.3661 -0.6736 0.3765
H 2.5301 0.9582 -0.3084
H 2.5740 0.0475 1.3674
H 3.2776 -0.6831 -0.2654
H 0.0823 0.6893 1.0366
H 0.4381 1.4111 -0.4825
H -2.0385 1.1400 -0.4518
H -1.4379 -0.0665 -1.4524
H -3.1419 -0.9906 -0.1956
H -1.9520 -1.5173 0.8588
*
```

* orbital gap: 9.6 eV
* energy: -15581.2406 eV
* energy above the lowest of the compared OMol25 structures with the same formula, charge and spin: 25.1 kcal/mol
* maximum force: 0.0821 Eh/bohr
* LUMO level: 1.04 eV
* SMILES: CSCCN
* HOMO: -8.6 eV

Molecular formula: C3H9NS
Method: DFT, wB97M-V/def2-TZVPD

Geometry as ORCA input:
```
! RIJCOSX wB97M-V def2-TZVPD def2/J DEFGRID3
* xyz 0 1
C -0.5300 0.3220 -1.6165
C -0.2450 0.1916 -0.1131
C -0.1407 -1.2285 0.4669
S 1.1548 0.3201 3.0414
N 0.7043 1.1601 0.3623
H -1.3769 -0.3201 -1.8599
H -0.6411 1.3912 -1.7763
H 0.2137 -0.1274 -2.2933
H -1.1972 0.5561 0.3165
H 0.7423 -1.7604 0.1009
H -1.0471 -1.8015 0.2821
H 0.0540 -1.0918 1.5501
H 0.6095 1.2562 1.3789
H 1.6995 1.1325 0.1600
*
```

* orbital gap: 6.3 eV
* energy: -15578.4093 eV
* energy above the lowest of the compared OMol25 structures with the same formula, charge and spin: 90.4 kcal/mol
* maximum force: 0.0329 Eh/bohr
* LUMO level: -3.04 eV
* HOMO: -9.4 eV

Q: energy of number 2 (C3H9NS)?
A: -15581.2406 eV